The following is a DFT calculation (ωB97M-V with the def2-TZVPD basis set) of a structure of composition C20H44NO2P3Re.

The geometry in XYZ format:
```
71
Properties=species:S:1:pos:R:3:forces:R:3:lowdin_charge:R:1
Re -0.293 -0.209 0.018 -4.63 3.58 0.29 0.862
P -1.241 -1.705 1.548 -0.90 -2.74 2.29 0.741
P 1.396 0.464 1.430 2.05 0.50 2.48 0.689
P 0.595 -1.947 -1.086 1.89 -4.43 -2.25 0.670
H -1.696 1.365 -1.883 0.32 -0.34 0.13 0.097
C -1.570 0.277 -1.928 -1.83 -1.10 1.11 -0.143
C -2.427 -0.514 -1.122 0.34 1.24 -1.71 -0.127
H -3.201 0.013 -0.559 0.49 -0.23 0.19 0.067
C -2.503 -1.054 2.714 -0.08 0.98 -0.37 -0.187
C -0.177 -2.577 2.788 0.47 0.29 -0.27 -0.194
C -2.201 -3.171 0.968 0.11 0.26 -0.62 -0.198
C 1.962 2.159 1.037 -0.17 0.13 -0.56 -0.197
C 0.955 0.615 3.203 -0.29 -0.05 0.13 -0.206
C 2.958 -0.473 1.465 -0.03 -0.26 -0.21 -0.213
C -0.572 -2.847 -2.191 -0.21 0.25 0.17 -0.185
C 1.342 -3.344 -0.133 -0.04 0.20 0.34 -0.198
C 1.999 -1.713 -2.249 0.09 0.86 0.10 -0.183
H -1.106 -0.116 -2.835 -0.04 0.05 0.43 0.072
H -2.682 -1.529 -1.421 0.35 0.14 0.24 0.064
H -3.365 -0.677 2.151 0.16 -0.03 0.20 0.050
H -2.098 -0.262 3.354 -0.15 -0.10 -0.13 0.054
H -2.845 -1.877 3.357 0.28 0.09 -0.29 0.090
H 0.369 -1.875 3.423 -0.08 -0.28 -0.10 0.039
H 0.536 -3.258 2.316 -0.16 0.17 0.15 0.040
H -0.834 -3.176 3.433 0.02 0.19 -0.24 0.090
H -2.924 -2.872 0.203 0.05 -0.22 0.16 0.051
H -2.759 -3.571 1.827 0.26 0.19 -0.17 0.087
H -1.556 -3.969 0.582 -0.19 0.22 0.07 0.054
H 3.055 2.183 0.949 -0.23 -0.02 0.12 0.077
H 1.645 2.822 1.846 0.12 0.02 -0.22 0.068
H 1.527 2.512 0.094 0.05 0.14 0.27 0.025
H 1.795 0.261 3.813 -0.18 0.14 -0.05 0.088
H 0.063 0.031 3.457 0.33 0.26 0.00 0.008
H 0.755 1.664 3.449 0.15 -0.23 0.03 0.056
H 3.682 0.100 2.056 -0.13 -0.10 -0.06 0.086
H 3.354 -0.601 0.452 0.01 0.01 0.17 0.049
H 2.823 -1.456 1.926 0.04 0.17 -0.02 0.054
H 0.024 -3.542 -2.798 -0.19 0.11 0.22 0.087
H -1.084 -2.137 -2.848 0.09 -0.36 -0.01 0.049
H -1.312 -3.404 -1.604 0.22 0.12 -0.25 0.053
H 1.937 -3.968 -0.814 -0.22 0.23 0.01 0.091
H 0.580 -3.977 0.331 0.14 0.13 -0.14 0.045
H 2.009 -2.953 0.642 -0.11 -0.18 -0.20 0.035
H 2.038 -2.595 -2.902 0.02 0.22 0.23 0.087
H 2.935 -1.623 -1.684 -0.15 -0.04 -0.19 0.067
H 1.864 -0.817 -2.865 0.12 -0.35 0.01 0.014
C 1.863 1.700 -3.026 -0.01 0.16 0.07 -0.231
C 2.947 2.505 -2.623 1.25 0.68 -0.22 0.067
C 3.936 2.844 -3.540 -0.40 0.43 2.22 0.052
C 3.891 2.336 -4.843 0.70 0.32 -0.75 0.100
C 2.856 1.473 -5.227 -2.04 -1.39 0.15 0.056
C 1.832 1.152 -4.330 0.49 0.01 -1.19 0.047
O 0.792 1.566 -2.170 0.66 -1.50 0.76 -0.011
H 0.915 0.815 -1.471 0.74 1.75 -2.09 0.051
H 2.963 2.856 -1.590 0.11 0.13 -0.43 0.124
H 4.751 3.509 -3.237 -0.28 -0.25 -0.13 0.156
H 4.667 2.611 -5.565 -0.24 -0.09 0.22 0.168
H 2.844 1.041 -6.234 0.00 0.21 0.37 0.157
H 1.012 0.487 -4.614 0.26 0.34 -0.07 0.144
C -4.170 2.070 1.114 -0.22 0.05 -0.20 0.018
N -3.094 2.533 1.990 2.39 -1.13 -0.60 -0.121
C -3.434 3.297 3.184 0.02 0.61 0.92 0.014
C -1.822 2.168 1.780 -2.31 1.27 1.18 -0.226
O -1.478 1.458 0.792 1.04 -1.36 -1.00 -0.211
H -5.061 2.644 1.372 0.09 -0.19 -0.22 0.116
H -4.378 1.003 1.268 0.03 0.28 0.05 0.091
H -3.918 2.244 0.063 -0.02 0.04 0.19 0.108
H -3.240 2.714 4.099 -0.21 0.14 -0.37 0.116
H -2.833 4.216 3.232 -0.28 -0.21 -0.07 0.120
H -4.496 3.561 3.139 0.39 -0.02 0.10 0.115
H -1.095 2.538 2.526 -0.29 -0.12 -0.39 0.156
```
Forces are in eV/Å.

The value obtained for the total energy is -56992.576 eV. Its lowest unoccupied orbital energy (alpha / beta) is -0.51794 / -0.56657 Ha. The expectation value of S² is 3.783. Its total charge is +4. The multiplicity is 4. For the energy above the lowest of the compared OMol25 structures with the same formula, charge and spin, the calculation gives 1.957 eV.